<a>
Computed, not measured: a single C3H8I2Si molecule, with the ωB97M-V functional and the def2-TZVPD basis.

Values from the calculation:
lowest unoccupied orbital energy	0.19	eV
HOMO	-9.44	eV
orbital gap	9.633	eV
multiplicity	1
SMILES	CC[Si](C)(I)I

Each line ends with the natural charge from an NBO analysis.
Atoms and positions in Å:
C: 1.52242 -0.62862 1.43582  -0.61
C: 0.50831 0.48675 1.03527  -0.69
Si: -1.17938 0.09366 -0.32985  1.00
C: -0.61987 0.21277 -2.21031  -1.09
I: -2.19481 -2.07069 0.04332  -0.18
I: -2.93981 1.85706 0.10598  -0.21
H: 1.05052 -1.48253 1.80544  0.21
H: 2.24300 -0.81996 0.73565  0.20
H: 1.96004 -0.30597 2.44628  0.21
H: 0.95968 1.35344 0.65300  0.21
H: 0.03682 0.68250 1.97978  0.22
H: 0.26575 0.74857 -2.38751  0.25
H: -0.16579 -0.68523 -2.52890  0.25
H: -1.44688 0.55824 -2.78397  0.25

<b>
Computed, not measured: a 2-piece molecular cluster, C3H8I2Si overall, with the ωB97M-V functional and the def2-TZVPD basis.

Values from the calculation:
lowest unoccupied orbital energy (alpha / beta)	-2.40 / -2.85	eV
HOMO (alpha / beta)	-7.66 / -7.26	eV
orbital gap (alpha / beta)	5.254 / 4.410	eV
multiplicity	1

Each line ends with the natural charge from an NBO analysis.
Atoms and positions in Å:
C: 1.77263 -0.06594 0.46971  -0.62
C: -1.86259 -0.83002 -0.72777  -1.17
C: 1.01026 1.14851 -0.08139  -0.96
Si: -0.82291 0.71555 -0.38607  1.51
I: -0.83934 -2.43304 2.44748  -0.72
I: -1.82202 2.73579 -1.36910  -0.15
H: 1.62285 -1.07933 -0.16987  0.22
H: 2.85118 0.14827 0.39148  0.22
H: 1.59666 -0.16713 1.52833  0.24
H: -2.17459 -1.00539 -1.77046  0.27
H: -1.33425 -1.62805 -0.36673  0.29
H: -2.68032 -0.80416 0.04020  0.31
H: 1.61341 1.51447 -0.90911  0.27
H: 1.06903 1.75046 0.90331  0.29

The calculated energies rank the structures as follows, beginning with the most stable: <a>, <b>.

<a>
Computed, not measured: a single C6H7F molecule, with the ωB97M-V functional and the def2-TZVPD basis.

Values from the calculation:
lowest unoccupied orbital energy (alpha / beta)	-0.98 / -0.93	eV
HOMO (alpha / beta)	-8.39 / -8.02	eV
orbital gap (alpha / beta)	7.406 / 7.091	eV
multiplicity	1

Each line ends with the natural charge from an NBO analysis.
Atoms and positions in Å:
C: -0.47364 0.77180 -0.44477  -0.25
C: -0.32424 2.16490 0.04873  0.36
C: 1.53024 -1.81224 1.31031  -0.32
C: 1.06494 -0.62083 0.98783  -0.24
C: 0.17143 -0.43273 -0.05880  -0.10
C: -1.39377 0.74637 -1.54959  -0.65
F: -0.05656 2.45064 1.25611  -0.30
H: 2.16736 -1.83090 2.13136  0.20
H: 1.20316 -2.73883 0.87830  0.20
H: 1.32145 0.31844 1.61683  0.22
H: -0.01325 -1.39743 -0.54637  0.20
H: -1.64504 1.85854 -1.81798  0.25
H: -2.46424 0.35557 -1.26664  0.23
H: -1.08784 0.16668 -2.54533  0.23

<b>
Computed, not measured: a single C6H7F molecule, with the ωB97M-V functional and the def2-TZVPD basis.

Values from the calculation:
lowest unoccupied orbital energy	1.01	eV
HOMO	-9.64	eV
orbital gap	10.647	eV
multiplicity	1
SMILES	FC1C=CCC=C1

Each line ends with the natural charge from an NBO analysis.
Atoms and positions in Å:
F: -2.41291 -0.03857 0.73439  -0.40
C: -1.38942 0.06107 -0.32552  0.13
C: -0.65664 -1.21810 -0.19701  -0.21
C: 0.62315 -1.28991 0.10701  -0.15
C: 1.42444 -0.10401 0.37917  -0.49
C: 0.75726 1.23038 0.09649  -0.13
C: -0.59257 1.35217 -0.18838  -0.23
H: -1.90827 0.00892 -1.30768  0.18
H: -1.29096 -2.03205 -0.51841  0.21
H: 1.17947 -2.17566 0.15897  0.21
H: 1.78248 0.00158 1.36547  0.24
H: 2.25841 -0.19178 -0.35175  0.23
H: 1.35478 2.09703 0.36705  0.21
H: -1.12923 2.29892 -0.31980  0.22

The calculated energies rank the structures as follows, beginning with the most stable: <b>, <a>.